12 unconnected molecules or ions with the total composition C31H84N16O15 in a non-equilibrium geometry. Source: OMol25; level of theory: ωB97M-V with the def2-TZVPD basis set.

## Properties
Net charge = 0
SMILES string = CC1(C)CCCC(C)(C)N1O.CC1(C)CCCC(C)(C)N1O.NC(N)=O.NC(N)=O.NC(N)=O.NC(N)=O.NC(N)=O.NC(N)=O.NC(N)=O.OCCO.OCCO.OCCO
Kohn-Sham gap = 7.6 eV
Molecular weight = 921.1 g mol⁻¹

Geometry (Å):
C 5.84 -18.17 -30.68
C 7.05 -18.97 -31.20
C 6.54 -19.69 -32.48
C 8.07 -17.98 -31.72
C 9.42 -18.67 -32.08
C 9.97 -19.55 -30.94
C 8.96 -20.54 -30.38
C 8.76 -21.63 -31.49
C 9.42 -21.05 -28.98
N 7.69 -19.84 -30.18
O 6.74 -20.68 -29.61
H 5.65 -17.31 -31.33
H 4.99 -18.85 -30.63
H 6.06 -17.68 -29.73
H 6.22 -20.73 -32.48
H 5.74 -19.12 -32.96
H 7.20 -19.45 -33.31
H 7.72 -17.38 -32.56
H 8.28 -17.31 -30.88
H 9.35 -19.17 -33.05
H 10.24 -17.98 -32.27
H 10.25 -18.94 -30.09
H 10.92 -20.02 -31.21
H 8.76 -21.11 -32.45
H 7.81 -22.15 -31.53
H 9.69 -22.19 -31.60
H 10.44 -21.44 -28.94
H 8.76 -21.84 -28.63
H 9.43 -20.13 -28.40
H 6.77 -20.23 -28.76
C 6.39 -19.85 -17.34
C 6.69 -19.51 -15.85
C 6.73 -17.98 -15.69
C 5.57 -20.29 -15.10
C 5.97 -20.97 -13.81
C 7.31 -21.58 -13.86
C 8.44 -20.75 -14.42
C 8.96 -19.66 -13.50
C 9.51 -21.87 -14.73
N 8.00 -20.14 -15.66
O 9.04 -19.62 -16.35
H 6.60 -20.90 -17.54
H 7.10 -19.32 -17.98
H 5.51 -19.54 -17.90
H 7.60 -17.66 -15.12
H 6.00 -17.70 -14.93
H 6.58 -17.48 -16.64
H 4.74 -19.61 -14.93
H 5.21 -21.13 -15.69
H 5.36 -21.77 -13.39
H 6.02 -20.20 -13.04
H 7.01 -22.38 -14.54
H 7.53 -22.01 -12.89
H 9.09 -19.92 -12.45
H 9.89 -19.21 -13.85
H 8.18 -18.89 -13.50
H 9.15 -22.75 -15.27
H 10.32 -21.49 -15.36
H 10.06 -22.16 -13.83
H 9.42 -20.30 -16.91
N 14.49 -19.42 -24.77
C 13.90 -18.39 -24.33
N 14.69 -17.47 -23.92
O 12.70 -18.23 -24.37
H 14.09 -20.11 -25.38
H 15.41 -19.58 -24.39
H 14.30 -16.56 -23.71
H 15.69 -17.56 -24.05
N 1.72 -21.42 -23.27
C 2.77 -20.97 -23.88
N 2.37 -20.43 -25.02
O 3.92 -21.05 -23.63
H 1.66 -22.13 -22.55
H 0.86 -21.00 -23.56
H 1.38 -20.61 -25.10
H 2.98 -20.20 -25.80
N 15.70 -17.89 -15.59
C 16.18 -18.63 -16.55
N 15.33 -18.69 -17.54
O 17.18 -19.25 -16.32
H 16.19 -17.99 -14.71
H 15.28 -16.98 -15.74
H 15.50 -19.33 -18.30
H 14.45 -18.24 -17.34
N 12.28 -26.95 -23.40
C 12.68 -28.16 -23.13
N 11.66 -28.99 -22.82
O 13.83 -28.53 -23.06
H 11.30 -26.69 -23.45
H 12.93 -26.19 -23.44
H 11.89 -29.97 -22.71
H 10.69 -28.87 -23.05
N 10.51 -13.99 -20.17
C 11.26 -13.62 -19.19
N 11.54 -12.39 -18.96
O 11.66 -14.50 -18.50
H 10.16 -13.36 -20.89
H 10.16 -14.93 -20.08
H 10.79 -11.75 -19.18
H 12.04 -12.12 -18.13
N 5.70 -14.05 -25.78
C 6.88 -14.24 -25.30
N 7.49 -15.26 -25.84
O 7.50 -13.50 -24.61
H 5.37 -14.66 -26.51
H 5.11 -13.40 -25.27
H 8.48 -15.30 -25.61
H 7.01 -15.93 -26.43
N 9.39 -21.07 -22.31
C 10.01 -22.05 -21.71
N 11.12 -21.62 -21.22
O 9.70 -23.25 -21.66
H 9.81 -20.17 -22.53
H 8.45 -21.22 -22.64
H 11.76 -22.34 -20.93
H 11.37 -20.65 -21.09
O 6.57 -27.39 -23.52
C 5.44 -26.73 -24.16
C 4.59 -27.81 -24.87
O 3.71 -28.37 -23.92
H 7.11 -26.62 -23.30
H 4.77 -26.34 -23.39
H 5.98 -25.94 -24.68
H 5.15 -28.66 -25.27
H 3.98 -27.29 -25.61
H 4.25 -28.66 -23.18
O 14.48 -25.07 -18.98
C 14.87 -25.91 -17.89
C 16.07 -25.22 -17.12
O 16.98 -24.71 -18.04
H 14.03 -25.65 -19.60
H 14.02 -26.08 -17.22
H 15.32 -26.81 -18.28
H 16.55 -25.95 -16.46
H 15.76 -24.38 -16.49
H 17.75 -24.35 -17.60
O 17.86 -22.82 -22.53
C 18.48 -23.77 -23.35
C 20.02 -23.79 -23.23
O 20.70 -22.69 -23.77
H 17.85 -23.14 -21.63
H 18.06 -24.73 -23.05
H 18.12 -23.54 -24.35
H 20.47 -24.66 -23.70
H 20.24 -23.80 -22.16
H 20.38 -21.97 -23.23



13 unconnected molecules or ions with the total composition C31H88O13 in a non-equilibrium geometry. Source: OMol25; level of theory: ωB97M-V with the def2-TZVPD basis set.

## Properties
Net charge = 0
Kohn-Sham gap = 9.5 eV
Molecular weight = 669.0 g mol⁻¹

Geometry (Å):
C -0.22 -0.08 -0.27
C -0.31 1.31 0.33
O -0.51 1.24 1.72
H 0.23 -0.02 -1.26
H -1.22 -0.51 -0.29
H 0.42 -0.71 0.34
H -1.09 1.89 -0.17
H 0.63 1.85 0.15
H -0.78 2.10 2.07
C 2.63 1.44 -3.62
C 1.18 1.82 -3.45
O 1.04 3.22 -3.14
H 3.10 2.06 -4.40
H 2.69 0.39 -3.88
H 3.22 1.77 -2.76
H 0.66 1.28 -2.67
H 0.60 1.60 -4.35
H 1.35 3.75 -3.88
C -0.66 -3.48 0.12
C -1.63 -4.49 0.69
O -2.38 -5.06 -0.38
H -0.45 -2.76 0.92
H -1.15 -2.87 -0.65
H 0.29 -3.89 -0.20
H -2.26 -4.11 1.50
H -1.05 -5.27 1.19
H -2.61 -5.98 -0.25
C 1.44 -4.23 -4.52
C 1.49 -3.94 -3.02
O 1.37 -2.54 -2.81
H 0.50 -3.86 -4.93
H 1.47 -5.30 -4.72
H 2.23 -3.70 -5.04
H 2.44 -4.29 -2.60
H 0.70 -4.44 -2.45
H 1.93 -2.31 -2.05
C -0.79 -0.99 5.15
C -0.83 -1.68 3.78
O 0.17 -1.17 2.93
H -0.97 0.08 5.05
H 0.20 -1.09 5.61
H -1.50 -1.44 5.84
H -1.82 -1.57 3.34
H -0.71 -2.76 3.92
H -0.13 -0.29 2.65
C -4.99 -2.93 -0.63
C -4.04 -2.23 -1.62
O -4.82 -1.56 -2.59
H -5.79 -3.34 -1.24
H -5.45 -2.22 0.07
H -4.49 -3.71 -0.07
H -3.41 -2.97 -2.12
H -3.32 -1.58 -1.12
H -5.33 -0.86 -2.17
C 2.63 -4.19 4.08
C 1.88 -4.22 2.76
O 2.00 -3.02 2.05
H 2.29 -3.35 4.70
H 3.69 -4.05 3.84
H 2.52 -5.09 4.68
H 0.83 -4.42 2.99
H 2.20 -5.05 2.12
H 1.36 -2.38 2.40
C -4.06 1.44 -1.13
C -5.55 1.73 -1.21
O -6.30 0.52 -1.28
H -3.56 2.35 -0.80
H -3.68 1.16 -2.11
H -3.83 0.68 -0.38
H -5.77 2.30 -2.11
H -5.92 2.27 -0.33
H -7.12 0.64 -0.81
C -1.51 -0.35 -3.55
C -0.95 -0.88 -4.89
C -1.30 0.09 -6.03
O 0.45 -0.91 -4.74
H -1.18 0.65 -3.28
H -1.22 -1.08 -2.79
H -2.61 -0.38 -3.56
H -1.27 -1.88 -5.17
H -2.33 0.47 -6.00
H -1.21 -0.36 -7.02
H -0.61 0.93 -5.99
H 0.70 -1.52 -4.02
C 2.06 6.01 -1.16
C 2.43 4.93 -0.15
C 1.20 4.66 0.75
O 2.71 3.72 -0.85
H 2.92 6.25 -1.78
H 1.75 6.92 -0.64
H 1.21 5.68 -1.75
H 3.24 5.20 0.53
H 1.45 3.90 1.48
H 0.33 4.35 0.16
H 0.91 5.60 1.23
H 2.03 3.60 -1.53
C 4.75 -1.12 0.83
C 3.66 -0.97 -0.22
C 4.20 -0.60 -1.58
O 2.99 -2.21 -0.45
H 4.41 -1.43 1.81
H 5.34 -0.21 1.00
H 5.54 -1.82 0.54
H 2.92 -0.22 0.09
H 3.41 -0.46 -2.32
H 4.95 -1.31 -1.91
H 4.71 0.37 -1.50
H 2.74 -2.63 0.40
C 3.50 -0.26 4.38
C 3.25 0.89 3.42
C 2.08 1.77 3.92
O 4.47 1.65 3.34
H 4.17 -1.04 4.01
H 2.56 -0.80 4.51
H 3.87 0.06 5.36
H 3.07 0.46 2.44
H 2.11 2.68 3.32
H 2.12 1.90 4.99
H 1.14 1.28 3.68
H 4.34 2.39 2.74
C -3.74 3.02 2.66
C -2.67 3.96 2.11
C -2.99 5.41 2.42
O -1.40 3.64 2.67
H -4.01 3.20 3.70
H -3.46 1.96 2.57
H -4.67 3.05 2.08
H -2.61 3.84 1.03
H -2.12 6.06 2.28
H -3.27 5.55 3.47
H -3.83 5.74 1.81
H -1.53 3.69 3.63



A molecular structure, C31H89AsF6N13O10 in a non-equilibrium geometry. Source: OMol25; level of theory: ωB97M-V with the def2-TZVPD basis set.

## Properties
Net charge = -2
Kohn-Sham gap (spin up / spin down) = 2.8 / 8.0 eV
Multiplicity = 2
Molecular weight = 993.0 g mol⁻¹

Geometry (Å):
As 0.31 -0.30 -0.73
F -0.58 -0.77 0.80
F -0.86 1.04 -1.05
F 1.23 0.12 -2.25
F 1.49 -1.61 -0.55
F -0.80 -1.34 -1.70
F 1.29 0.83 0.18
C 4.20 -0.89 -4.14
O 4.94 -1.42 -4.97
N 3.58 0.23 -4.33
N 4.00 -1.39 -2.89
H 2.98 0.73 -3.68
H 3.99 0.81 -5.05
H 3.31 -1.03 -2.25
H 4.37 -2.33 -2.77
C -0.40 -2.92 -5.50
O 0.75 -3.25 -5.31
N -1.04 -3.13 -6.59
N -1.23 -2.40 -4.60
H -0.56 -3.62 -7.34
H -2.04 -3.05 -6.55
H -0.84 -2.18 -3.69
H -2.15 -2.26 -4.99
C -4.08 3.00 -1.98
O -5.02 3.73 -2.23
N -2.83 3.28 -2.08
N -4.17 1.75 -1.71
H -2.13 2.69 -1.64
H -2.52 4.20 -2.35
H -5.07 1.35 -1.48
H -3.33 1.19 -1.78
C 1.23 5.02 1.76
C 2.31 4.27 2.46
C 2.25 4.22 3.95
O 1.92 5.55 4.58
C 2.98 6.51 4.48
N 2.30 2.84 2.05
H 1.29 6.08 1.98
H 0.22 4.64 1.97
H 1.39 4.97 0.68
H 3.25 4.67 2.09
H 3.23 4.00 4.38
H 1.54 3.54 4.41
H 3.40 6.64 5.48
H 2.63 7.44 4.02
H 3.76 6.10 3.84
H 2.26 2.67 1.05
H 1.46 2.42 2.41
C 0.86 -6.38 -4.37
C 0.74 -6.56 -2.90
C 0.18 -5.39 -2.08
O 0.09 -5.71 -0.68
C -0.24 -4.56 0.19
N -0.05 -7.73 -2.79
H 1.60 -5.60 -4.57
H -0.13 -6.09 -4.73
H 1.38 -7.17 -4.91
H 1.76 -6.80 -2.61
H -0.83 -5.16 -2.40
H 0.70 -4.44 -2.20
H -0.45 -4.81 1.23
H -1.13 -4.06 -0.20
H 0.63 -3.92 0.32
H -0.90 -7.59 -3.30
H -0.39 -8.00 -1.87
C 3.06 3.58 -1.88
C 1.94 4.00 -2.82
C 2.42 4.30 -4.29
O 3.14 5.46 -4.31
C 3.25 5.98 -5.62
N 0.87 2.99 -2.75
H 2.68 3.34 -0.89
H 3.92 4.25 -1.84
H 3.33 2.56 -2.17
H 1.50 4.95 -2.51
H 1.63 4.39 -5.02
H 3.08 3.49 -4.59
H 3.93 6.83 -5.55
H 2.35 6.45 -6.02
H 3.69 5.26 -6.30
H 0.95 2.26 -3.43
H 0.93 2.48 -1.87
C -4.68 4.11 4.32
C -3.17 4.27 4.72
C -2.14 4.03 3.52
O -2.40 2.78 2.81
C -2.55 2.82 1.41
N -3.13 5.66 5.27
H -5.18 4.45 5.22
H -5.07 3.11 4.11
H -4.91 4.66 3.41
H -2.92 3.51 5.47
H -1.09 4.05 3.81
H -2.26 4.84 2.80
H -2.35 1.79 1.11
H -1.68 3.29 0.94
H -3.55 3.16 1.16
H -2.25 5.98 5.66
H -3.18 6.18 4.40
C 4.33 -4.84 -1.97
C 4.27 -4.95 -0.45
C 4.10 -3.60 0.17
O 5.40 -2.97 0.13
C 5.31 -1.55 0.38
N 3.34 -6.01 -0.08
H 5.12 -4.16 -2.32
H 3.43 -4.43 -2.43
H 4.47 -5.84 -2.36
H 5.20 -5.30 0.00
H 3.83 -3.65 1.23
H 3.35 -2.99 -0.33
H 4.88 -1.35 1.36
H 4.73 -1.01 -0.36
H 6.35 -1.22 0.45
H 3.57 -6.88 -0.55
H 2.49 -5.80 -0.59
C -0.71 -2.05 3.89
C -1.31 -0.69 4.17
C -1.45 -0.29 5.71
O -2.33 -1.07 6.49
C -2.52 -0.67 7.81
N -0.53 0.22 3.38
H -1.39 -2.75 4.37
H 0.23 -2.25 4.41
H -0.70 -2.30 2.84
H -2.31 -0.73 3.74
H -1.64 0.79 5.74
H -0.43 -0.43 6.07
H -3.25 -1.39 8.18
H -2.82 0.37 7.98
H -1.57 -0.78 8.32
H -0.57 -0.10 2.42
H -0.97 1.12 3.42
C -4.41 -1.48 2.18
C -5.12 -1.86 0.89
C -4.17 -2.03 -0.32
O -4.95 -1.75 -1.50
C -4.23 -2.00 -2.68
N -5.74 -3.09 1.24
H -3.79 -0.60 2.01
H -3.91 -2.29 2.70
H -5.16 -1.23 2.93
H -5.81 -1.05 0.65
H -3.69 -3.01 -0.37
H -3.49 -1.18 -0.24
H -3.46 -1.24 -2.82
H -4.99 -1.90 -3.45
H -3.81 -3.01 -2.75
H -6.32 -2.98 2.06
H -5.00 -3.73 1.50



Question: net charge of number 2 (C31H88O13)?
Answer: 0